# 1
Entry from the OMol25 dataset: a molecular structure, C19H48AlBrN6O5P (ωB97M-V/def2-TZVPD).

```
81
Properties=species:S:1:pos:R:3:forces:R:3:lowdin_charge:R:1
C 2.82668 -1.48355 1.05664 0.60 0.26 -0.25 -0.173
C 2.44188 -0.59147 -0.11540 -0.08 -0.29 -0.38 -0.405
N 1.03152 -0.69369 -0.48913 0.09 0.18 0.87 -0.159
Al -0.29020 -0.65205 0.85192 -0.22 0.15 -0.35 -0.317
Br -0.37643 -2.68940 2.14217 0.07 0.06 0.03 0.078
P -2.32625 -0.45899 -0.34130 0.18 0.01 -0.51 0.682
C -2.97772 -2.20810 -0.45106 0.12 0.30 0.20 -0.418
C -3.58402 0.36009 0.75320 0.26 -0.43 0.04 -0.401
H 2.69307 -2.53125 0.79239 -0.27 -0.06 0.19 0.062
H 3.89610 -1.33337 1.25563 0.01 -0.04 0.07 0.048
H 2.29323 -1.24072 1.97403 -0.19 -0.14 -0.01 0.018
H 2.75753 0.44187 0.10122 -0.08 0.05 0.12 0.083
H 3.06353 -0.91969 -0.96527 0.09 0.13 -0.01 0.087
H 0.82239 0.13032 -1.04597 -0.16 -0.16 -0.30 0.014
H -0.10456 0.63517 1.81342 0.11 -0.07 0.27 -0.102
H -2.16453 -2.92660 -0.35447 0.05 -0.03 -0.09 -0.018
H -3.67547 -2.38470 0.36513 -0.07 -0.10 0.00 0.002
H -3.49314 -2.35002 -1.39900 -0.11 -0.13 0.02 0.003
H -3.31709 1.41024 0.82757 -0.07 0.11 0.02 -0.013
H -4.56345 0.26617 0.28422 -0.06 0.09 0.02 0.017
H -3.61684 -0.09443 1.74608 -0.07 0.06 0.06 0.016
C -3.23536 5.48095 -1.74571 -0.02 -0.02 -0.03 -0.016
C -2.64189 4.43169 -0.83018 0.15 0.02 0.05 -0.550
O -2.94099 3.25544 -0.91682 -0.19 -0.01 -0.13 0.027
N -1.74644 4.85158 0.09995 -0.11 0.06 0.06 0.019
C -1.23759 6.18644 0.33500 0.19 -0.26 0.13 -0.082
H -3.92270 4.98591 -2.42471 0.01 -0.04 0.01 0.078
H -3.77929 6.23461 -1.17408 0.04 0.04 -0.02 0.078
H -2.45555 5.97454 -2.32710 -0.02 0.05 0.01 0.080
H -1.38964 4.10588 0.68035 0.12 0.00 -0.05 0.143
H -0.15246 6.18584 0.21780 0.00 0.11 0.00 0.079
H -1.46539 6.50420 1.35460 -0.02 0.08 -0.02 0.080
H -1.66674 6.90535 -0.35562 -0.06 -0.05 -0.05 0.066
C -1.28192 1.41495 -3.74629 0.10 0.09 -0.05 -0.025
C -1.27420 1.60393 -5.23902 -0.01 0.00 0.04 -0.553
O -0.50971 2.35953 -5.82259 -0.02 0.00 0.00 0.009
N -2.18688 0.87511 -5.94377 -0.05 -0.04 0.05 -0.004
C -3.16261 -0.06352 -5.42354 0.06 0.07 -0.19 -0.082
H -0.51638 2.04134 -3.29906 0.02 0.03 -0.06 0.082
H -2.24763 1.68667 -3.31918 0.02 -0.07 0.11 0.072
H -1.08140 0.37559 -3.48601 -0.06 0.01 0.11 0.071
H -2.14943 1.02998 -6.93784 0.00 0.00 -0.01 0.128
H -2.99809 -1.05903 -5.84152 -0.02 -0.03 0.05 0.078
H -4.17568 0.25487 -5.67926 -0.02 -0.02 0.06 0.078
H -3.08674 -0.12942 -4.34286 -0.01 -0.01 0.02 0.069
C 4.09023 3.71621 0.93351 -0.02 0.05 -0.01 -0.013
C 2.83322 3.53350 1.75357 -0.11 -0.25 0.06 -0.559
O 1.83754 4.21608 1.57470 -0.05 0.28 -0.10 0.013
N 2.83806 2.56152 2.69810 0.13 0.17 0.07 0.020
C 3.90823 1.65281 3.05035 -0.20 -0.03 0.02 -0.070
H 3.91807 4.52053 0.22515 -0.04 0.01 0.01 0.078
H 4.93765 3.97555 1.56966 0.03 -0.05 -0.02 0.080
H 4.32764 2.80454 0.38409 0.04 -0.01 0.03 0.077
H 1.95719 2.46712 3.18030 -0.06 -0.12 -0.10 0.135
H 3.59608 0.62150 2.88522 0.05 -0.04 -0.03 0.067
H 4.17904 1.76891 4.10196 0.06 0.00 -0.01 0.080
H 4.78872 1.84740 2.44649 0.01 0.00 -0.02 0.072
C -5.37575 -5.25714 0.61286 -0.01 -0.01 -0.03 -0.010
C -6.21914 -4.01735 0.80317 0.17 0.01 0.05 -0.551
O -6.13380 -3.06544 0.05455 -0.26 0.02 -0.08 0.037
N -7.07302 -3.99463 1.86937 -0.04 -0.10 -0.03 0.001
C -7.28840 -5.02074 2.86580 -0.06 0.21 -0.03 -0.090
H -4.75084 -5.10371 -0.26115 0.00 0.05 0.00 0.082
H -4.73261 -5.42506 1.47757 -0.01 -0.04 0.00 0.087
H -6.00239 -6.13754 0.45886 0.02 -0.03 0.05 0.079
H -7.59286 -3.13539 1.94633 0.02 0.03 0.02 0.135
H -8.33078 -5.34843 2.86484 0.02 -0.06 0.02 0.077
H -7.04631 -4.64718 3.86300 0.03 -0.06 0.02 0.081
H -6.65903 -5.88070 2.66246 0.01 -0.01 0.00 0.068
C 8.73726 -3.16701 2.26617 0.03 0.02 0.03 -0.016
C 8.50457 -1.92121 1.44092 -0.01 0.04 0.00 -0.560
O 9.13998 -0.89644 1.63091 0.02 -0.02 0.01 0.022
N 7.55432 -1.98677 0.47455 0.02 -0.09 0.04 0.011
C 6.71309 -3.11239 0.11162 -0.06 0.24 -0.12 -0.068
H 9.51927 -2.95301 2.98778 0.01 0.04 -0.01 0.078
H 7.83029 -3.45496 2.79864 0.00 -0.05 -0.03 0.084
H 9.05273 -3.99869 1.63518 -0.05 -0.03 0.02 0.080
H 7.43836 -1.12593 -0.03629 -0.03 0.01 0.00 0.139
H 6.88106 -3.38363 -0.93203 -0.02 -0.09 0.02 0.083
H 5.65959 -2.85672 0.23395 -0.01 -0.06 0.02 0.073
H 6.93126 -3.97386 0.73323 0.03 0.00 0.02 0.071
```
Positions in Å, forces in eV/Å.

Values from the calculation:
charge = -1
LUMO level = 2.3530 eV
Kohn-Sham gap = 0.2140 Ha
total energy = -125594.239 eV

=====

# 2
Entry from the OMol25 dataset: 3 unconnected molecules or ions with the total composition C19H48N7O5P3 (ωB97M-V/def2-TZVPD).

```
82
Properties=species:S:1:pos:R:3:forces:R:3:lowdin_charge:R:1
C -0.93586 -0.13631 1.57779 0.74 0.20 -0.31 -0.271
P -0.96714 -0.31349 -0.25116 -1.56 -0.86 -0.51 0.888
O -0.90481 1.23948 -0.80645 0.48 0.24 0.19 -0.328
C 0.69093 -0.99624 -0.63636 0.10 0.13 0.53 -0.408
C 0.78158 -2.34850 -1.41877 0.80 0.25 0.24 -0.180
N 1.68066 -2.07807 -2.55692 0.43 -0.40 -0.17 0.033
C 2.60524 -1.16386 -1.90236 -0.93 0.80 -0.77 -0.424
O 3.77731 -1.30248 -1.79486 0.58 -0.13 0.11 0.149
C 1.71133 -0.05344 -1.33282 0.10 -1.07 1.04 -0.239
C 2.32228 0.92304 -0.33289 -0.14 0.12 -0.85 -0.094
C 2.20904 2.35513 -0.80018 0.07 0.27 0.36 -0.255
O 2.50973 3.29486 -0.11409 0.04 0.04 0.00 0.054
H -1.63960 0.64526 1.85692 -0.06 -0.04 0.06 0.035
H 0.06614 0.11558 1.93184 -0.08 0.13 0.22 0.025
H -1.23411 -1.08414 2.02379 -0.07 -0.01 -0.02 0.029
H -1.78903 1.51745 -1.08313 0.01 -0.08 -0.09 0.006
H 1.11542 -1.24535 0.34198 0.04 0.25 0.10 0.101
H -0.13545 -2.87180 -1.66865 -0.13 0.29 -0.22 0.111
H 1.39446 -2.99625 -0.78841 -0.43 -0.39 0.04 0.099
H 1.19571 -1.51365 -3.25118 -0.11 -0.18 -0.10 0.114
H 1.26595 0.41496 -2.21340 -0.12 0.32 0.19 0.137
H 3.37725 0.68759 -0.17102 0.04 0.03 0.01 0.133
H 1.80711 0.86076 0.62348 0.11 0.07 0.10 0.110
H 1.80301 2.52924 -1.81437 0.02 -0.13 -0.11 0.123
C -6.51142 5.20477 -3.24543 -0.05 0.50 0.27 -0.117
N -6.07957 4.08583 -2.43774 0.03 -0.67 -0.02 -0.303
C -7.16841 3.22414 -1.99416 0.11 -0.31 0.03 -0.133
P -4.63386 4.00199 -1.53538 0.95 1.89 -4.61 0.649
O -4.27387 2.55412 -1.63895 -0.63 -0.06 2.93 -0.297
N -3.27289 4.70606 -2.34958 -0.24 0.17 -0.21 -0.327
C -3.35254 5.11494 -3.74049 -0.19 0.19 -0.02 -0.130
C -2.05167 3.95627 -2.10557 0.09 -0.24 0.10 -0.157
N -4.85748 5.36885 -0.57919 -0.16 -1.40 1.67 -0.313
C -5.92102 5.31376 0.42212 -0.22 0.00 -0.17 -0.118
C -4.14660 6.63649 -0.64052 0.41 0.10 0.12 -0.102
H -6.64552 6.13841 -2.67838 0.06 -0.01 -0.01 0.081
H -7.47486 4.97440 -3.69945 -0.05 -0.12 0.13 0.082
H -5.83569 5.39182 -4.07635 0.01 0.04 0.10 0.051
H -7.78503 3.69850 -1.21837 -0.07 -0.01 -0.08 0.072
H -6.77217 2.29149 -1.59281 0.08 0.05 0.02 0.072
H -7.81470 2.95867 -2.83261 0.01 0.07 -0.04 0.080
H -3.71542 4.31452 -4.40044 0.02 0.05 -0.05 0.091
H -2.36404 5.42070 -4.08698 0.07 -0.11 0.07 0.082
H -3.98718 5.99477 -3.85682 -0.01 -0.07 -0.01 0.061
H -1.98443 3.06186 -2.73815 0.06 -0.01 0.03 0.082
H -2.00473 3.63944 -1.06450 0.07 0.04 0.00 0.066
H -1.17381 4.57865 -2.29346 -0.09 0.12 -0.06 0.089
H -6.81862 5.84321 0.08246 0.01 0.02 0.05 0.084
H -5.59870 5.75376 1.36691 0.07 0.01 -0.02 0.080
H -6.19999 4.28120 0.63686 -0.03 -0.02 -0.06 0.076
H -4.50729 7.25022 -1.47060 0.05 -0.02 -0.03 0.079
H -3.07419 6.50865 -0.73680 -0.01 -0.06 -0.14 0.076
H -4.31034 7.19580 0.28317 -0.18 -0.12 0.03 0.080
C 3.37009 -3.09518 3.73184 0.27 -0.26 0.41 -0.120
N 2.75301 -3.94711 2.73934 -0.42 0.08 -0.46 -0.302
C 1.34843 -4.22956 3.00181 -0.14 -0.05 -0.30 -0.138
P 3.56585 -5.04699 1.70398 2.50 4.45 0.02 0.648
O 2.73247 -4.97124 0.46759 -0.81 -2.76 0.74 -0.295
N 5.07221 -4.44012 1.10078 0.05 0.12 0.29 -0.330
C 5.42607 -3.04844 1.30690 -0.09 0.15 0.22 -0.130
C 5.34357 -4.83622 -0.27921 -0.17 -0.10 -0.14 -0.136
N 4.32883 -5.96973 2.88890 -1.33 -1.63 -0.65 -0.314
C 3.47883 -6.80852 3.73100 -0.13 0.20 0.14 -0.121
C 5.74437 -6.01578 3.21800 0.34 -0.18 -0.22 -0.105
H 3.91522 -3.64452 4.51453 0.04 0.00 -0.05 0.081
H 2.60145 -2.51148 4.23895 -0.13 -0.12 -0.03 0.080
H 4.03995 -2.36618 3.28312 0.01 -0.10 0.04 0.049
H 1.21116 -4.91617 3.84878 -0.05 0.09 0.04 0.072
H 0.88261 -4.67544 2.12268 0.09 -0.04 -0.02 0.071
H 0.80346 -3.30734 3.21675 0.06 0.04 0.05 0.072
H 4.63167 -2.37446 0.95609 0.14 0.16 0.03 0.082
H 6.34272 -2.80640 0.76753 -0.06 -0.12 -0.16 0.085
H 5.64615 -2.84352 2.35599 -0.06 -0.02 -0.05 0.060
H 4.80374 -4.22117 -1.00706 -0.02 -0.03 -0.01 0.079
H 5.06391 -5.87586 -0.44754 -0.04 0.02 0.01 0.075
H 6.41510 -4.74875 -0.47509 0.02 0.06 0.10 0.081
H 3.30385 -6.34715 4.71003 0.02 -0.05 0.01 0.083
H 3.92422 -7.79194 3.88906 0.05 0.01 -0.04 0.079
H 2.50933 -6.97642 3.25975 -0.02 0.07 0.00 0.076
H 6.03980 -5.14560 3.81085 0.03 0.02 -0.06 0.079
H 6.37465 -6.07224 2.33753 -0.04 0.15 -0.05 0.076
H 5.95617 -6.90951 3.80956 -0.21 0.00 0.06 0.079
```
Positions in Å, forces in eV/Å.

Values from the calculation:
LUMO level = 0.6393 eV
Kohn-Sham gap = 0.3213 Ha
total energy = -69014.828 eV